Entry 1
This record from the Open Molecules 2025 dataset describes 2 unconnected molecules or ions with the total composition C5H14. The level of theory is ωB97M-V with the def2-TZVPD basis set.

Computed properties:
- net charge = 0
- HOMO (eV) = -10.740
- spin multiplicity = 1
- SMILES string = CCC.CC

Element x y z (Å)
C -2.3044 1.7627 0.3244
C -2.4264 2.1467 -1.1468
H -1.8043 0.8443 0.4129
H -1.5139 2.4931 0.6969
H -3.3390 1.7317 0.7872
H -2.7341 3.2129 -1.1938
H -2.9611 1.4409 -1.8616
H -1.4577 2.0034 -1.6981
C 2.1489 -1.1173 -0.0392
C 2.1582 -2.5314 0.3911
C 0.8585 -0.5827 0.5463
H 3.0965 -0.4840 0.4169
H 2.1212 -0.9158 -1.1134
H 1.4215 -3.0707 -0.2200
H 0.6977 -0.8149 1.6663
H 1.0950 0.5684 0.4616
H -0.0721 -0.7079 0.0298
H 3.1399 -3.1256 0.1229
H 1.8758 -2.8538 1.4167

Entry 2
This record from the Open Molecules 2025 dataset describes 2 unconnected molecules or ions with the total composition C5H14. The level of theory is ωB97M-V with the def2-TZVPD basis set.

Computed properties:
- net charge = 0
- HOMO (eV) = -10.965
- spin multiplicity = 1
- SMILES string = CCC.CC

Element x y z (Å)
C 0.1573 0.7281 -1.2175
C 1.5265 0.9740 -0.5487
C -0.1429 1.8673 -2.2060
H -0.6525 0.7165 -0.4924
H 0.0885 -0.2499 -1.6883
H 1.9910 0.0233 -0.2716
H 2.2200 1.0977 -1.3976
H -0.3411 1.4755 -3.2144
H 0.7896 2.3236 -2.5151
H 1.4613 1.9119 -0.0136
H -0.7808 2.6938 -1.9094
C -0.0624 -1.5296 2.1274
C -1.4673 -1.9387 1.7656
H 0.0519 -0.4511 2.2763
H 0.2819 -2.0210 3.0344
H 0.6080 -1.7113 1.2856
H -2.1751 -1.8291 2.5882
H -1.9727 -1.1887 1.1329
H -1.5812 -2.8925 1.2644

Entry 3
This record from the Open Molecules 2025 dataset describes 2 unconnected molecules or ions with the total composition C5H14. The level of theory is ωB97M-V with the def2-TZVPD basis set.

Computed properties:
- net charge = 0
- HOMO (eV) = -10.975
- spin multiplicity = 1
- SMILES string = CCC.CC

Element x y z (Å)
C 1.6523 -0.6582 1.7950
C 1.8104 0.8840 2.0324
H 2.5574 -1.2187 2.2015
H 0.6759 -0.9668 2.1518
H 1.6762 -1.1018 0.7598
H 2.2178 1.2669 1.1841
H 0.8729 1.3790 2.0277
H 2.4765 1.1113 2.8711
C -1.6987 0.2658 -1.4796
C -1.0496 -0.4333 -2.6655
C -1.1248 0.0249 -0.1399
H -1.5951 1.3043 -1.6088
H -2.7495 0.1360 -1.4834
H -0.2654 0.2497 -2.9768
H -0.0916 -0.4478 0.1341
H -1.0564 0.9288 0.5361
H -1.8693 -0.6692 -3.3673
H -0.6781 -1.4529 -2.3826
H -1.7609 -0.6021 0.4103

Entry 4
This record from the Open Molecules 2025 dataset describes 2 unconnected molecules or ions with the total composition C5H14. The level of theory is ωB97M-V with the def2-TZVPD basis set.

Computed properties:
- net charge = 0
- HOMO (eV) = -11.094
- spin multiplicity = 1
- SMILES string = CCC.CC

Element x y z (Å)
C 1.2032 -1.0752 0.0336
C 1.9251 0.1905 0.4831
C 1.6723 -1.6762 -1.2776
H 0.1311 -0.9002 -0.0732
H 1.1901 -1.8330 0.8305
H 2.9502 0.0963 0.8241
H 1.8931 0.8240 -0.4142
H 1.5985 -0.9891 -2.1289
H 1.3135 0.7312 1.2057
H 0.9914 -2.4678 -1.6077
H 2.6869 -2.0774 -1.2623
C -2.2201 0.4543 0.4818
C -2.4210 1.9616 0.2860
H -2.5362 -0.0719 -0.4080
H -1.3186 0.1662 1.0122
H -2.9056 0.1471 1.3001
H -1.4020 2.3624 0.1900
H -2.7936 2.1594 -0.7266
H -2.9944 2.6193 0.9309

Energies relative to the minimum, eV: entry 1 0.933; entry 2 0.276; entry 3 0.802; entry 4 0.000

Entry 1
This record from the Open Molecules 2025 dataset describes 2 unconnected molecules or ions with the total composition C5H14. The level of theory is ωB97M-V with the def2-TZVPD basis set.

Computed properties:
- net charge = 0
- HOMO (eV) = -11.158
- spin multiplicity = 1
- SMILES string = CCC.CC

Element x y z (Å)
C 0.1725 -2.0830 -0.6294
C 1.6822 -1.7344 -0.7347
C -0.4941 -2.1217 0.7206
H 0.0361 -2.9856 -1.1788
H -0.3450 -1.3145 -1.1935
H 1.7976 -0.9310 -1.4549
H 1.9958 -1.2878 0.2115
H -0.6561 -3.0896 1.2030
H -1.5227 -1.7459 0.7923
H 2.3276 -2.5818 -0.9226
H -0.0297 -1.4329 1.4427
C -1.3107 2.9696 -0.1390
C -0.0345 2.7054 0.6795
H -1.0303 3.4256 -1.0846
H -1.9108 2.0771 -0.2749
H -1.9322 3.7089 0.3575
H 0.5885 1.9941 0.1415
H -0.3589 2.3000 1.6404
H 0.5127 3.6027 0.9773

Entry 2
This record from the Open Molecules 2025 dataset describes 2 unconnected molecules or ions with the total composition C5H14. The level of theory is ωB97M-V with the def2-TZVPD basis set.

Computed properties:
- net charge = 0
- HOMO (eV) = -10.933
- spin multiplicity = 1
- SMILES string = CCC.CC

Element x y z (Å)
C 1.9356 1.9919 -0.3550
C 1.7835 1.1414 0.8761
H 0.9632 2.1175 -0.8883
H 2.1851 3.0069 -0.4212
H 2.5811 1.4742 -1.0223
H 0.8207 1.6625 1.3512
H 1.4232 0.0991 0.6246
H 2.5307 1.0057 1.6815
C -0.7139 -1.0619 -0.0817
C -1.5710 0.1693 0.0671
C -1.4122 -2.3996 -0.4175
H -0.0708 -0.8688 -1.0447
H -0.0854 -1.2009 0.7134
H -2.1572 0.4868 1.1076
H -2.4914 -2.2484 -0.2371
H -1.3428 -2.6046 -1.5881
H -1.1262 -3.1820 0.2045
H -0.9384 1.0642 -0.3440
H -2.4242 0.1414 -0.6710

Energies relative to the minimum, eV: entry 1 0.000; entry 2 1.426

Entry 1
This record from the Open Molecules 2025 dataset describes 2 unconnected molecules or ions with the total composition C5H14. The level of theory is ωB97M-V with the def2-TZVPD basis set.

Computed properties:
- net charge = 0
- HOMO (eV) = -11.609
- spin multiplicity = 1
- SMILES string = CCC.CC

Element x y z (Å)
C 0.0298 0.4888 1.8059
C -0.7909 -0.7495 1.4263
C 1.3883 0.1022 2.4024
H 0.1959 1.1342 0.9442
H -0.5202 1.0356 2.5738
H -1.0378 -1.2994 2.3346
H -0.2234 -1.4141 0.7726
H 1.9300 1.0196 2.6374
H 1.2564 -0.4643 3.3233
H -1.7003 -0.4700 0.8929
H 1.9888 -0.4903 1.7119
C -0.2130 0.5882 -1.9818
C -0.4395 -0.2978 -3.2159
H -1.0858 1.1954 -1.7574
H 0.0699 -0.0488 -1.1454
H 0.6510 1.2334 -2.1474
H 0.5119 -0.5730 -3.6653
H -1.0385 0.2190 -3.9636
H -0.9728 -1.2093 -2.9485

Entry 2
This record from the Open Molecules 2025 dataset describes 2 unconnected molecules or ions with the total composition C5H14. The level of theory is ωB97M-V with the def2-TZVPD basis set.

Computed properties:
- net charge = 0
- HOMO (eV) = -11.136
- spin multiplicity = 1
- SMILES string = CCC.CC

Element x y z (Å)
C 1.3924 -0.1795 0.1243
C 1.0886 -0.2606 -1.3836
C 1.7702 -1.5655 0.7078
H 2.2689 0.4400 0.3299
H 0.6033 0.1658 0.7887
H 1.8395 -0.9204 -1.8235
H 2.4042 -1.4305 1.5818
H 0.9098 -2.2013 0.9195
H 2.3832 -2.1728 0.0272
H 0.0907 -0.6095 -1.5987
H 1.4165 0.6943 -1.8062
C -2.5747 0.5303 0.0161
C -1.4421 1.3765 0.5722
H -2.9691 0.9212 -0.9324
H -2.2248 -0.4386 -0.3283
H -3.4548 0.6611 0.6437
H -1.7924 2.3832 0.8283
H -0.6681 1.6886 -0.1313
H -1.0414 0.9175 1.4645

Entry 3
This record from the Open Molecules 2025 dataset describes 2 unconnected molecules or ions with the total composition C5H14. The level of theory is ωB97M-V with the def2-TZVPD basis set.

Computed properties:
- net charge = 0
- HOMO (eV) = -11.310
- spin multiplicity = 1
- SMILES string = CCC.CC

Element x y z (Å)
C -0.5530 -2.1354 -1.1140
C -0.9387 -1.2355 -2.2937
C -0.6100 -1.4185 0.2336
H -1.1653 -3.0377 -1.1089
H 0.4683 -2.4958 -1.2711
H -0.3916 -1.5621 -3.1894
H 0.0840 -1.8438 0.9224
H -0.6700 -0.1918 -2.1438
H -1.9797 -1.3154 -2.6158
H -0.2855 -0.3827 0.1104
H -1.6231 -1.3695 0.6149
C 0.2774 2.0357 1.8143
C 1.6821 2.1392 1.2186
H -0.1573 1.0936 1.4896
H 0.1334 2.3971 2.8301
H -0.3702 2.7215 1.2501
H 1.5875 2.0264 0.1453
H 2.4081 1.4533 1.6519
H 2.1037 3.1214 1.4557

Entry 4
This record from the Open Molecules 2025 dataset describes 2 unconnected molecules or ions with the total composition C5H14. The level of theory is ωB97M-V with the def2-TZVPD basis set.

Computed properties:
- net charge = 0
- HOMO (eV) = -10.991
- spin multiplicity = 1
- SMILES string = CCC.CC

Element x y z (Å)
C 0.8306 -1.3816 0.1854
C 0.6535 -1.4613 1.7129
C -0.0023 -2.4170 -0.6933
H 0.5895 -0.3547 -0.3244
H 1.9613 -1.5823 -0.0592
H -0.1790 -0.8259 2.0276
H 0.0429 -3.4048 -0.4215
H -1.0609 -2.1148 -0.5626
H 0.2783 -2.3624 -1.7872
H 0.3857 -2.5694 1.8689
H 1.4410 -1.0342 2.2212
C -1.1497 2.7731 -1.1933
C -0.1969 2.3110 0.0441
H -0.8598 3.7625 -1.3450
H -1.1395 2.0559 -2.0082
H -2.2471 2.8380 -1.0398
H -0.0324 3.0779 0.7332
H 0.6695 2.0434 -0.4195
H -0.6604 1.5255 0.7818

Energies relative to the minimum, eV: entry 1 0.000; entry 2 0.684; entry 3 0.377; entry 4 1.481